# C3H12NO4

A 3-piece molecular cluster, C3H12NO4 overall (ωB97M-V with the def2-TZVPD basis set, OMol25).

The LUMO energy is -3.10 eV. The calculation puts the total energy at -12978.450 eV. Its total charge is +1.

The geometry in XYZ format:
```
20
Properties=species:S:1:pos:R:3:forces:R:3:lowdin_charge:R:1
O 1.428 0.962 0.583 -0.103 -0.534 0.220 0.12
C 0.581 1.399 -0.128 -0.057 -0.200 -1.346 -0.21
C -0.543 0.544 -0.792 -0.689 -0.910 0.394 -0.18
C -1.852 0.996 -0.176 -1.495 1.730 2.310 -0.16
O -1.476 1.903 0.906 0.103 -0.074 -0.273 -0.08
N -0.359 -0.939 -0.479 1.265 0.499 -1.922 0.21
H 0.549 2.425 -0.497 0.074 0.340 0.178 0.14
H -0.639 0.690 -1.878 0.638 -0.210 0.324 0.17
H -2.517 0.285 0.363 0.704 -0.551 -0.996 0.14
H -2.503 1.550 -0.852 0.236 -0.182 -0.425 0.13
H -2.200 2.476 1.201 0.130 -0.347 -0.315 0.12
H 0.411 -1.356 -1.077 -0.310 0.712 1.087 0.17
H -0.188 -1.069 0.529 0.077 -0.410 -0.018 0.11
H -1.168 -1.495 -0.750 -0.296 0.206 0.336 0.16
H -1.454 -2.137 2.358 -0.058 -0.003 0.070 0.07
H -0.118 -2.862 2.217 -0.093 0.066 -0.100 0.08
O -0.754 -2.324 1.723 0.144 -0.162 0.344 -0.03
H 3.222 -1.316 -0.935 0.511 -0.630 -0.050 0.04
H 3.105 -2.273 -2.243 0.536 -0.384 0.474 0.04
O 2.897 -1.440 -1.828 -1.317 1.043 -0.295 -0.05
```
Forces are in eV/Å.